Run A
Molecular formula: C2H6N4
Method: DFT, wB97M-V/def2-TZVPD

```
! wB97M-V def2-TZVPD RIJCOSX def2/J DEFGRID3
* xyz 0 1
C -1.44 0.27 -0.16
C 0.85 -0.82 -0.14
H 0.35 2.12 -0.79
H 1.06 1.68 1.11
H -2.11 1.16 -0.01
H -1.78 -1.58 0.38
H 0.15 -1.76 -0.41
H 2.68 -1.43 -0.25
N 0.51 1.41 -0.02
N -0.07 0.29 0.06
N -2.27 -0.73 0.11
N 2.06 -0.61 0.11
*
```

## Properties
- Kohn-Sham gap (eV) = 9.226
- LUMO level (eV) = 0.8

natural (NBO) population analysis, charges in e, atoms 1 to 4:
1. C 0.223
2. C 0.268
3. H 0.398
4. H 0.368

***

Run B
Molecular formula: C2H6N4
Method: DFT, wB97M-V/def2-TZVPD

```
! wB97M-V def2-TZVPD RIJCOSX def2/J DEFGRID3
* xyz 0 1
H -3.19 1.07 -0.11
N -2.19 0.94 0.08
C -1.97 -0.32 0.01
N -0.69 -0.77 -0.01
C 0.43 0.06 -0.05
N 1.60 -0.48 0.02
N 2.66 0.42 -0.11
H -2.69 -1.11 -0.20
H -0.45 -1.73 0.15
H 0.16 1.10 -0.21
H 3.36 0.11 0.62
H 2.37 1.43 0.15
*
```

## Properties
- Kohn-Sham gap (eV) = 9.199
- LUMO level (eV) = 1.0
- SMILES = [H]/N=C/N/C=N/N

natural (NBO) population analysis, charges in e, atoms 1 to 4:
1. H 0.343
2. N -0.717
3. C 0.277
4. N -0.607

***

Run C
Molecular formula: C2H6N4
Method: DFT, wB97M-V/def2-TZVPD

```
! wB97M-V def2-TZVPD RIJCOSX def2/J DEFGRID3
* xyz 0 1
H -0.17 -2.58 1.48
N -0.32 -1.55 1.40
N 0.90 -0.99 1.36
C 0.69 -0.12 0.38
N 1.32 1.09 0.23
N -0.35 -0.58 -0.36
C -1.23 0.35 -1.02
H 1.55 1.37 -0.71
H 2.04 1.28 0.91
H -0.82 0.62 -2.01
H -1.42 1.27 -0.45
H -2.18 -0.16 -1.21
*
```

## Properties
- Kohn-Sham gap (eV) = 8.501
- LUMO level (eV) = 0.0
- SMILES = [H]/N=N/C(N)=N/C

natural (NBO) population analysis, charges in e, atoms 1 to 4:
1. H 0.318
2. N -0.209
3. N -0.324
4. C 0.470

***

Run D
Molecular formula: C2H6N4
Method: DFT, wB97M-V/def2-TZVPD

```
! wB97M-V def2-TZVPD RIJCOSX def2/J DEFGRID3
* xyz 0 1
N -1.74 -1.13 -0.03
N -2.13 0.11 0.05
C -1.24 1.03 -0.03
C 0.27 0.75 -0.15
N 0.89 -0.44 0.14
N 2.37 -0.27 -0.14
H -2.38 -1.89 -0.31
H -0.74 -1.11 -0.05
H -1.37 2.09 0.15
H 0.84 1.63 -0.24
H 2.53 0.56 0.55
H 2.70 -1.32 0.06
*
```

## Properties
- Kohn-Sham gap (eV) = 8.813
- LUMO level (eV) = 0.4
- SMILES = N/N=C\C=N\N

natural (NBO) population analysis, charges in e, atoms 1 to 4:
1. N -0.594
2. N -0.159
3. C -0.127
4. C 0.001

***

Quick look at relative energies in eV: run A 3.152; run B 0.000; run C 2.234; run D 2.564.

***

Run A
Molecular formula: C4H8N2P
Method: DFT, wB97M-V/def2-TZVPD

```
! wB97M-V def2-TZVPD RIJCOSX def2/J DEFGRID3
* xyz 1 1
C 1.17 -1.59 0.02
C 2.20 -0.71 -0.16
C -0.16 -1.12 0.00
C 1.88 0.62 0.01
N 2.73 1.60 0.07
N -2.86 0.25 -0.09
P -0.24 0.60 -0.14
H 1.47 -2.68 0.10
H 3.26 -1.13 -0.25
H -0.89 -1.89 0.07
H 3.72 1.42 0.13
H 2.47 2.53 0.36
H -2.78 -0.48 0.62
H -3.76 0.03 -0.57
H -3.05 1.10 0.37
*
```

## Properties
- Kohn-Sham gap (alpha / beta) (eV) = 6.935 / 6.938
- LUMO level (alpha / beta) (eV) = -6.2 / -6.2

natural (NBO) population analysis, charges in e, atoms 1 to 4:
1. C -0.018
2. C -0.390
3. C -0.660
4. C 0.179

***

Run B
Molecular formula: C4H8N2P
Method: DFT, wB97M-V/def2-TZVPD

```
! wB97M-V def2-TZVPD RIJCOSX def2/J DEFGRID3
* xyz 1 1
C 0.31 -0.14 -1.72
C 0.60 0.19 -0.41
C 1.78 0.92 -0.16
P 2.83 2.18 -0.22
N -0.23 -0.01 0.56
C -1.46 -0.83 0.48
N 0.11 0.25 1.86
H 1.38 -0.10 -2.05
H -0.30 0.58 -2.37
H 0.04 -1.14 -2.07
H -1.25 -1.82 -0.01
H -2.29 -0.27 0.16
H -1.61 -1.02 1.57
H 0.76 0.95 1.91
H -0.69 0.26 2.45
*
```

## Properties
- Kohn-Sham gap (alpha / beta) (eV) = 8.112 / 8.111
- LUMO level (alpha / beta) (eV) = -5.5 / -5.5
- SMILES = C/C(C#P)=[N+](\C)N

natural (NBO) population analysis, charges in e, atoms 1 to 4:
1. C -0.707
2. C 0.206
3. C -0.660
4. P 0.849

***

Quick look at relative energies in eV: run A 0.000; run B 1.539.

***

Run A
Molecular formula: C3H6O
Method: DFT, wB97M-V/def2-TZVPD

```
! wB97M-V def2-TZVPD RIJCOSX def2/J DEFGRID3
* xyz 0 1
C -1.52 -0.53 0.04
C -0.81 0.61 -0.04
C 0.72 0.58 0.10
O 1.38 -0.56 -0.11
H -2.58 -0.49 0.19
H -1.07 -1.50 -0.20
H -1.23 1.49 -0.39
H 1.01 1.26 1.01
H 1.17 1.15 -0.76
H 1.33 -1.37 0.44
*
```

## Properties
- Kohn-Sham gap (eV) = 10.236
- LUMO level (eV) = 1.0
- SMILES = C=CCO

natural (NBO) population analysis, charges in e, atoms 1 to 4:
1. C -0.424
2. C -0.197
3. C -0.078
4. O -0.724

***

Run B
Molecular formula: C3H6O
Method: DFT, wB97M-V/def2-TZVPD

```
! wB97M-V def2-TZVPD RIJCOSX def2/J DEFGRID3
* xyz 0 1
C -1.27 -0.19 0.21
C -0.04 0.67 0.25
C 1.19 0.33 -0.08
O 1.66 -0.99 -0.02
H -1.11 -1.03 -0.47
H -2.06 0.38 -0.29
H -1.61 -0.52 1.19
H -0.16 1.71 0.53
H 1.93 1.04 -0.44
H 1.48 -1.39 -0.88
*
```

## Properties
- Kohn-Sham gap (eV) = 10.125
- LUMO level (eV) = 0.9
- SMILES = C/C=C\O

natural (NBO) population analysis, charges in e, atoms 1 to 4:
1. C -0.647
2. C -0.239
3. C 0.109
4. O -0.717

***

Run C
Molecular formula: C3H6O
Method: DFT, wB97M-V/def2-TZVPD

```
! wB97M-V def2-TZVPD RIJCOSX def2/J DEFGRID3
* xyz 0 1
C 0.84 0.79 -0.23
C 0.15 -0.40 0.40
C -1.29 -0.69 -0.19
O -1.71 -0.06 -1.10
H 0.77 0.94 -1.42
H 0.48 1.78 0.28
H 1.94 0.55 0.00
H -0.05 -0.14 1.52
H 0.72 -1.35 0.35
H -1.85 -1.41 0.40
*
```

## Properties
- Kohn-Sham gap (eV) = 10.755
- LUMO level (eV) = 1.0
- SMILES = CCC=O

natural (NBO) population analysis, charges in e, atoms 1 to 4:
1. C -0.634
2. C -0.516
3. C 0.452
4. O -0.512

***

Run D
Molecular formula: C3H6O
Method: DFT, wB97M-V/def2-TZVPD

```
! wB97M-V def2-TZVPD RIJCOSX def2/J DEFGRID3
* xyz 0 1
C -0.53 -0.22 0.52
C 0.89 -0.60 0.17
C -0.48 0.70 -0.62
H -1.37 -0.89 0.31
H -0.69 0.22 1.55
H 1.75 0.16 0.55
H 1.32 -1.81 0.43
H -1.45 0.85 -1.27
H 0.00 1.77 -0.44
O 0.56 -0.18 -1.20
*
```

## Properties
- Kohn-Sham gap (eV) = 10.868
- LUMO level (eV) = 1.1

natural (NBO) population analysis, charges in e, atoms 1 to 4:
1. C -0.478
2. C -0.065
3. C -0.066
4. H 0.226

***

Quick look at relative energies in eV: run A 1.034; run B 0.247; run C 0.000; run D 1.812.

***

Run A
Molecular formula: C3H6O
Method: DFT, wB97M-V/def2-TZVPD

```
! wB97M-V def2-TZVPD RIJCOSX def2/J DEFGRID3
* xyz 0 1
C 2.21 -0.17 -0.11
C -0.11 0.47 0.47
C -1.47 0.06 -0.07
O 0.86 -0.03 -0.17
H 2.68 -0.95 -0.82
H 2.68 0.33 0.65
H 0.02 1.27 1.12
H -2.00 0.85 -0.62
H -2.26 -0.26 0.66
H -1.15 -0.69 -0.81
*
```

## Properties
- Kohn-Sham gap (alpha / beta) (eV) = 8.521 / 7.868
- LUMO level (alpha / beta) (eV) = 1.1 / 0.9

natural (NBO) population analysis, charges in e, atoms 1 to 4:
1. C -0.199
2. C 0.126
3. C -0.680
4. O -0.385

***

Run B
Molecular formula: C3H6O
Method: DFT, wB97M-V/def2-TZVPD

```
! wB97M-V def2-TZVPD RIJCOSX def2/J DEFGRID3
* xyz 0 1
C -1.30 0.29 0.17
C 0.04 -0.23 -0.41
C 1.48 0.00 -0.01
O 0.69 -1.00 0.57
H -1.55 -0.41 0.98
H -2.13 0.23 -0.54
H -1.30 1.29 0.61
H -0.06 -0.62 -1.42
H 2.37 -0.48 -0.46
H 1.74 0.94 0.48
*
```

## Properties
- Kohn-Sham gap (eV) = 11.368
- LUMO level (eV) = 1.2
- SMILES = C[C@H]1CO1

natural (NBO) population analysis, charges in e, atoms 1 to 4:
1. C -0.645
2. C 0.056
3. C -0.111
4. O -0.492

***

Run C
Molecular formula: C3H6O
Method: DFT, wB97M-V/def2-TZVPD

```
! wB97M-V def2-TZVPD RIJCOSX def2/J DEFGRID3
* xyz 0 1
C 0.15 -0.81 0.17
C -0.17 0.46 -0.62
C 0.36 2.08 0.07
O 0.86 2.77 -0.73
H -0.14 -0.94 1.21
H 1.19 -0.87 0.31
H -0.32 -1.75 -0.26
H 0.21 0.35 -1.67
H -1.34 0.47 -0.64
H 0.14 2.42 1.01
*
```

## Properties
- Kohn-Sham gap (eV) = 10.410
- LUMO level (eV) = 1.0
- SMILES = CCC=O

natural (NBO) population analysis, charges in e, atoms 1 to 4:
1. C -0.638
2. C -0.497
3. C 0.465
4. O -0.497

***

Quick look at relative energies in eV: run A 2.312; run B 0.000; run C 0.066.

***

Run A
Molecular formula: C3H6O
Method: DFT, wB97M-V/def2-TZVPD

```
! wB97M-V def2-TZVPD RIJCOSX def2/J DEFGRID3
* xyz 0 1
C -2.43 -0.33 0.18
C -2.04 0.83 -0.09
C 1.81 0.42 0.02
O 0.88 -0.56 0.25
H -1.60 -1.06 -0.10
H -3.31 -0.85 0.58
H 0.56 -0.83 -0.67
H 1.39 1.23 -0.70
H 2.82 0.12 -0.43
H 1.92 1.03 0.96
*
```

## Properties
- Kohn-Sham gap (eV) = 10.192
- LUMO level (eV) = -0.2

natural (NBO) population analysis, charges in e, atoms 1 to 4:
1. C -0.829
2. C 0.226
3. C -0.256
4. O -0.706

***

Run B
Molecular formula: C3H6O
Method: DFT, wB97M-V/def2-TZVPD

```
! wB97M-V def2-TZVPD RIJCOSX def2/J DEFGRID3
* xyz 0 1
C 1.06 -0.66 -0.03
C 0.13 0.55 -0.11
C -1.41 0.24 0.04
O -1.77 -0.90 -0.06
H 1.09 -0.91 1.17
H 0.52 -1.58 -0.56
H 2.04 -0.33 -0.33
H 0.04 1.11 -1.10
H 0.38 1.24 0.76
H -2.08 1.23 0.21
*
```

## Properties
- Kohn-Sham gap (eV) = 10.760
- LUMO level (eV) = 1.0
- SMILES = CCC=O

natural (NBO) population analysis, charges in e, atoms 1 to 4:
1. C -0.628
2. C -0.511
3. C 0.453
4. O -0.528

***

Run C
Molecular formula: C3H6O
Method: DFT, wB97M-V/def2-TZVPD

```
! wB97M-V def2-TZVPD RIJCOSX def2/J DEFGRID3
* xyz 0 1
C -1.13 -0.47 -0.06
C 0.28 -0.18 -0.56
C 1.09 0.55 0.45
O 0.67 0.98 1.50
H -1.78 -0.68 -0.90
H -1.09 -1.34 0.58
H -1.44 0.39 0.52
H 0.89 -0.84 -1.15
H 2.17 0.60 0.24
H 0.35 0.99 -0.60
*
```

## Properties
- Kohn-Sham gap (eV) = 10.358
- LUMO level (eV) = 1.0

natural (NBO) population analysis, charges in e, atoms 1 to 4:
1. C -0.625
2. C -0.425
3. C 0.321
4. O -0.584

***

Quick look at relative energies in eV: run A 3.739; run B 0.000; run C 0.829.